Formula: C41H64BeBr3CaClF18N2O6PS
Source: the Open Molecules 2025 dataset
Level of theory: wB97M-V/def2-TZVPD

The geometry in XYZ format:
```
139
Properties=species:S:1:pos:R:3:mulliken_charge:R:1
C -1.270 -7.456 -2.764 -0.774
C -1.749 -6.637 -1.383 -0.377
C -1.052 -5.186 -1.277 -0.548
C 0.323 -5.242 -0.520 -0.881
C 0.243 -4.348 0.765 -0.947
C 1.270 -3.155 0.765 -0.319
C 1.003 -2.340 2.064 -0.654
C 2.064 -1.214 2.352 -0.954
C 1.431 0.080 2.966 -1.331
N 1.013 1.070 1.890 0.655
C -0.373 0.678 1.438 -1.387
C -0.800 1.960 0.632 -0.746
O -1.187 1.416 -0.674 -0.417
C 0.430 2.988 0.675 1.704
C 1.249 2.535 -0.572 -1.334
C 1.013 3.192 -1.943 -1.208
C 1.941 2.402 -2.942 0.415
C 2.271 3.359 -4.196 -1.461
C 1.286 1.037 -3.342 -1.208
S -0.384 4.571 0.353 1.429
O -1.326 4.285 -0.728 -0.788
O 0.442 5.627 -0.179 -0.663
C -1.603 5.460 1.451 0.504
F -2.795 4.857 1.593 -0.232
F -1.983 6.472 0.614 -0.240
C -1.147 6.289 2.701 0.956
F 0.067 6.748 2.546 -0.086
F -1.942 7.453 2.761 -0.403
F -1.361 5.733 3.862 -0.220
C 1.202 2.543 2.021 0.173
C 2.714 2.988 2.114 -0.262
C 3.724 1.843 1.690 -0.916
C 3.097 4.306 1.336 -0.187
C 3.389 5.521 2.268 -1.296
C 0.636 3.004 3.396 0.882
F 1.326 2.544 4.469 -0.327
F 0.891 4.336 3.491 -0.078
C -0.806 2.688 3.896 -0.264
F -0.932 3.378 5.045 -0.249
F -1.862 3.022 3.144 -0.143
F -0.989 1.418 4.315 -0.257
H -0.862 -8.445 -2.507 0.104
H -0.543 -6.784 -3.261 0.608
H -2.145 -7.601 -3.524 0.246
H -1.611 -7.243 -0.476 0.646
H -2.886 -6.421 -1.522 -0.096
H -1.806 -4.538 -0.793 0.497
H -0.874 -4.737 -2.289 0.381
H 1.185 -4.993 -1.155 0.556
H 0.445 -6.284 -0.160 0.451
H -0.750 -3.903 0.959 0.402
H 0.474 -4.982 1.644 0.319
H 2.275 -3.611 0.807 0.335
H 1.096 -2.538 -0.137 0.065
H -0.051 -1.996 2.032 0.248
H 1.053 -3.068 2.900 0.589
H 2.752 -1.000 1.510 0.364
H 2.710 -1.608 3.156 0.653
H 2.219 0.433 3.669 0.863
H 0.586 -0.331 3.551 0.298
H 1.546 0.617 1.137 0.310
H -0.207 -0.067 0.644 0.126
H -1.077 0.314 2.194 0.432
H -1.746 2.458 0.910 1.553
H -2.150 1.444 -0.775 0.383
H 2.342 2.638 -0.431 0.542
H 1.158 1.433 -0.744 -1.178
H 1.345 4.237 -2.036 0.793
H 0.007 3.049 -2.381 0.017
H 2.883 2.199 -2.420 0.492
H 3.325 3.590 -4.326 0.505
H 1.924 2.961 -5.164 0.350
H 1.770 4.343 -4.056 0.435
H 1.457 0.267 -2.541 0.207
H 0.172 1.122 -3.509 0.176
H 1.715 0.623 -4.270 0.691
H 3.059 3.213 3.138 0.921
H 3.795 1.072 2.512 0.348
H 3.407 1.285 0.782 -0.034
H 4.748 2.224 1.569 0.583
H 4.094 4.102 0.891 0.470
H 2.478 4.573 0.462 -0.083
H 3.968 6.254 1.673 0.480
H 4.038 5.206 3.106 0.311
H 2.475 6.028 2.609 0.127
N 0.071 -11.282 -1.502 0.206
C 0.628 -12.194 -0.638 -0.407
C 1.861 -12.554 -1.125 -0.432
C 2.060 -11.834 -2.320 -0.473
C 0.926 -11.052 -2.519 -0.444
H -0.840 -10.863 -1.389 0.221
H 0.096 -12.507 0.244 0.391
H 2.539 -13.256 -0.671 0.412
H 2.922 -11.874 -2.966 0.401
H 0.675 -10.360 -3.308 0.362
C 5.439 0.727 -5.093 -0.484
Br 5.571 -1.175 -4.771 -0.050
Br 5.200 1.122 -6.968 -0.034
Br 4.050 1.548 -4.014 0.250
H 6.382 1.167 -4.792 0.402
F 3.798 -0.237 3.757 -0.842
F -1.964 -12.165 -1.651 -0.749
C -7.154 -11.703 -1.115 -0.449
C -6.230 -11.665 -0.077 -0.342
C -4.994 -11.067 -0.267 -0.506
C -4.682 -10.496 -1.493 0.197
C -5.609 -10.530 -2.530 -0.445
C -6.843 -11.138 -2.342 -0.358
H -8.117 -12.175 -0.965 0.369
H -6.476 -12.106 0.882 0.373
H -4.273 -11.045 0.540 0.335
H -3.718 -10.029 -1.641 0.155
H -5.367 -10.083 -3.490 0.302
H -7.561 -11.170 -3.152 0.366
Be -0.326 0.302 -1.856 0.174
F 5.417 5.491 7.729 -0.341
P 4.153 4.979 6.826 0.918
F 4.828 3.497 6.922 -0.336
F 2.570 5.293 6.511 -0.327
F 4.221 4.496 5.254 -0.244
F 4.439 6.480 6.232 -0.345
F 3.430 4.626 8.249 -0.345
Ca -3.104 -6.354 -3.068 1.026
Cl -0.810 9.287 3.285 -0.001
C -2.260 9.005 -0.615 -0.736
C -2.213 9.102 -2.125 -0.341
O -3.479 9.497 -2.668 -0.379
C -3.782 10.793 -2.533 0.777
O -3.095 11.632 -2.015 -0.546
O -4.996 10.989 -3.057 -0.354
C -5.490 12.320 -2.893 -0.635
H -3.069 8.345 -0.300 0.238
H -1.317 8.622 -0.226 0.157
H -2.447 9.978 -0.160 0.428
H -1.994 8.120 -2.546 0.282
H -1.427 9.780 -2.461 0.335
H -4.783 13.053 -3.277 0.296
H -5.705 12.511 -1.842 0.296
H -6.415 12.397 -3.459 0.225
```

Results
Orbital gap in eV: 0.95
Total charge: +1
Maximum force in eV Å⁻¹: 10.38
Calculated total energy in Ha: -13572.13313

=====

Formula: C41H65Br2CrN5Si
Source: the Open Molecules 2025 dataset
Level of theory: wB97M-V/def2-TZVPD

The geometry in XYZ format:
```
115
Properties=species:S:1:pos:R:3:mulliken_spin:R:1
Cr 0.522 -0.211 -0.031 3.404
C 1.326 0.114 1.984 -0.057
C 2.465 0.117 1.104 -0.261
C 2.337 1.328 0.345 0.008
C 1.319 2.115 0.983 -0.021
C 0.709 1.404 1.990 -0.045
C -0.258 1.886 3.051 0.025
C -1.142 0.738 3.549 0.001
C -1.153 3.020 2.546 0.001
C 0.598 2.406 4.217 0.002
C 3.158 1.914 -0.813 0.022
C 4.445 2.585 -0.291 -0.009
C 2.340 3.012 -1.517 -0.006
C 3.485 0.881 -1.907 0.070
C 3.749 -0.625 1.586 0.009
C 4.399 0.374 2.568 -0.006
C 3.451 -1.885 2.406 0.004
C 4.783 -1.041 0.534 -0.003
H 1.218 -0.601 2.787 -0.010
H 1.052 3.118 0.683 -0.013
H -1.680 0.264 2.721 0.007
H -1.882 1.119 4.258 0.000
H -0.558 -0.029 4.063 0.001
H -1.857 2.663 1.788 0.001
H -0.566 3.842 2.125 0.000
H -1.739 3.426 3.375 0.000
H 1.284 1.630 4.573 0.000
H -0.044 2.704 5.052 -0.001
H 1.193 3.269 3.909 0.001
H 4.232 3.230 0.568 0.002
H 4.873 3.206 -1.084 -0.001
H 5.203 1.861 0.003 -0.001
H 2.230 3.911 -0.899 0.000
H 1.350 2.636 -1.798 0.012
H 2.860 3.312 -2.432 0.002
H 3.709 -0.105 -1.517 -0.020
H 4.342 1.219 -2.499 0.002
H 2.634 0.778 -2.581 -0.006
H 3.689 0.654 3.354 0.000
H 4.731 1.286 2.079 0.002
H 5.265 -0.095 3.046 0.000
H 2.857 -1.676 3.300 -0.001
H 4.405 -2.294 2.748 0.001
H 2.957 -2.655 1.819 -0.001
H 5.224 -0.197 0.010 0.002
H 4.351 -1.733 -0.194 0.001
H 5.602 -1.564 1.038 -0.001
N -2.475 3.348 -0.834 0.000
C -1.167 3.068 -0.818 0.006
N -1.004 1.798 -0.530 -0.051
C -2.274 1.348 -0.390 0.016
N -3.208 2.258 -0.560 0.003
C -2.585 -0.059 -0.115 0.068
C -3.917 -0.459 -0.081 0.001
N -4.274 -1.725 0.086 0.008
C -3.276 -2.596 0.193 -0.005
C -1.950 -2.207 0.165 0.053
N -1.576 -0.930 0.042 -0.069
H -2.930 4.225 -1.016 -0.001
H -0.390 3.799 -1.006 0.002
H -4.698 0.282 -0.204 0.000
H -3.533 -3.643 0.305 0.000
H -1.172 -2.945 0.229 -0.005
Br 2.362 -6.682 -0.271 0.002
C 1.903 -4.852 -0.189 0.023
C 2.239 -4.012 -1.236 -0.018
C 1.877 -2.669 -1.173 0.047
C 1.185 -2.134 -0.083 -0.358
C 0.906 -3.013 0.970 0.117
C 1.243 -4.362 0.926 -0.015
H 2.770 -4.402 -2.096 -0.001
H 2.158 -2.033 -2.007 0.043
H 0.419 -2.649 1.872 -0.006
H 1.009 -5.017 1.758 -0.001
C -0.272 -2.956 -5.191 -0.002
C -1.191 -1.729 -5.301 -0.003
C -2.315 -1.921 -4.265 0.000
C -1.821 -1.688 -6.710 0.000
Si -0.197 -0.131 -5.054 0.041
Br 0.087 -0.172 -2.703 -0.016
C -1.160 1.490 -5.271 -0.003
C -2.612 1.336 -4.792 0.002
C -1.173 1.842 -6.775 0.000
C -0.547 2.659 -4.482 0.000
C 1.568 -0.134 -5.745 -0.002
C 2.205 1.260 -5.653 0.000
C 2.494 -1.112 -5.005 -0.002
C 1.495 -0.543 -7.232 0.000
H -0.888 -3.859 -5.271 0.000
H 0.248 -2.993 -4.227 0.001
H 0.469 -2.997 -5.991 0.000
H -2.828 -2.864 -4.494 0.000
H -3.062 -1.130 -4.287 0.000
H -1.922 -1.997 -3.249 0.002
H -2.329 -2.641 -6.896 0.000
H -1.082 -1.550 -7.504 0.000
H -2.570 -0.896 -6.803 0.000
H -3.176 0.617 -5.389 0.000
H -3.116 2.306 -4.891 0.000
H -2.667 1.036 -3.739 -0.001
H -1.628 1.054 -7.384 0.000
H -0.173 2.039 -7.168 0.000
H -1.767 2.752 -6.919 0.000
H -0.540 2.455 -3.407 0.005
H -1.166 3.550 -4.655 0.000
H 0.470 2.902 -4.789 0.000
H 2.250 1.629 -4.624 0.000
H 1.684 1.998 -6.265 0.000
H 3.234 1.195 -6.027 0.000
H 2.531 -0.915 -3.932 -0.002
H 3.510 -0.988 -5.399 0.000
H 2.211 -2.153 -5.151 0.000
H 0.881 0.140 -7.827 0.000
H 1.107 -1.555 -7.369 0.000
H 2.508 -0.524 -7.649 0.000
```

Results
Orbital gap (spin up / spin down) in eV: 7.23 / 7.20
ΔE to the lowest compared entry with this formula, charge and spin in kcal/mol: 28.0
Total charge: +1
Spin multiplicity: 4
Maximum force in eV Å⁻¹: 1.23
Calculated total energy in Ha: -8356.91821

=====

> total charge of number 1 (C41H64BeBr3CaClF18N2O6PS)?

+1

=====

> Which formula does entry 2 have?

C41H65Br2CrN5Si